C11H40O11S | wB97M-V/def2-TZVPD

Each line ends with the Löwdin charge.
Positions of all 63 atoms, in Å:
C -7.036 4.161 16.350  -0.056
C -6.711 2.780 15.774  -0.248
O -5.521 2.218 16.478  -0.268
S -4.988 0.820 15.704  0.592
C -3.964 0.227 16.982  -0.144
O -6.059 -0.042 15.437  -0.250
O -4.044 1.271 14.720  -0.282
H -7.297 3.979 17.400  0.086
H -7.851 4.494 15.726  0.050
H -6.315 4.935 16.141  0.080
H -7.555 2.170 15.992  0.071
H -6.534 2.755 14.706  0.098
H -4.543 -0.170 17.854  0.094
H -3.344 1.045 17.300  0.064
H -3.290 -0.532 16.618  0.071
C -14.051 4.804 16.573  -0.109
O -13.969 3.710 17.549  -0.137
H -14.528 5.626 17.099  0.079
H -12.975 5.079 16.342  0.053
H -14.430 4.490 15.607  0.072
H -13.136 3.264 17.424  0.024
C -10.541 6.726 16.787  -0.142
O -10.221 5.564 17.503  -0.133
H -11.309 6.437 16.059  0.069
H -10.753 7.592 17.391  0.077
H -9.681 7.054 16.090  0.103
H -9.407 5.579 18.017  0.096
C -11.876 2.715 12.818  -0.066
O -11.203 3.770 13.558  -0.188
H -12.677 3.284 12.346  0.087
H -11.218 2.203 12.135  0.068
H -12.325 1.970 13.461  0.082
H -11.202 3.721 14.532  0.050
C -10.381 2.092 16.352  -0.094
O -11.221 3.232 16.237  -0.169
H -9.394 2.430 16.675  0.072
H -10.869 1.405 17.051  0.092
H -10.376 1.542 15.414  0.086
H -10.756 3.966 16.712  0.065
C -8.711 3.177 9.501  -0.175
O -9.038 2.632 8.235  -0.117
H -9.499 2.937 10.297  0.090
H -7.728 2.851 9.864  0.085
H -8.574 4.254 9.368  0.073
H -9.984 2.699 8.148  0.073
C -9.542 -0.683 11.011  -0.164
O -10.192 -0.054 9.937  -0.128
H -10.139 -0.587 11.866  0.053
H -9.394 -1.755 10.785  0.084
H -8.542 -0.351 11.146  0.070
H -9.600 0.550 9.445  0.061
C -11.389 7.063 12.052  -0.144
O -11.827 5.697 11.874  -0.140
H -10.878 7.552 11.207  0.075
H -12.235 7.699 11.970  0.054
H -10.801 7.182 12.947  0.065
H -11.543 5.159 12.627  -0.001
C -8.346 4.652 12.872  -0.140
O -8.302 3.284 13.285  -0.130
H -8.988 4.785 11.948  0.087
H -8.824 5.301 13.595  0.052
H -7.335 5.005 12.804  0.080
H -9.210 2.994 13.383  0.039

**Frontier orbital gap**: 10.05 eV
**LUMO**: 0.203 eV
**Electronic energy**: -45408.384 eV
**Strongest force on any atom**: 4.45 eV/Å

C11H44F3FeN20O15S | wB97M-V/def2-TZVPD

Each line ends with the Löwdin charge.
Positions of all 95 atoms, in Å:
Fe 3.503 -2.479 -0.163  1.168
C -0.374 -0.306 0.594  -0.569
F 0.026 0.939 0.687  0.137
F 0.139 -0.888 1.701  0.128
F -1.747 -0.281 0.587  0.095
S 0.292 -1.049 -1.015  0.615
O -0.626 -2.115 -1.462  -0.305
O 0.394 0.094 -1.908  -0.338
O 1.618 -1.616 -0.766  -0.359
O 1.108 3.177 2.548  -0.029
H 1.130 2.519 3.242  0.046
H 1.759 2.879 1.913  0.000
O 2.811 -1.856 1.655  -0.081
H 2.488 -2.360 2.402  0.088
H 2.643 -0.943 1.891  0.014
C 0.938 -4.636 0.295  -0.776
O 1.884 -3.931 0.198  0.007
N 0.390 -5.299 -0.652  0.219
N 0.333 -4.890 1.414  0.207
H -0.299 -6.004 -0.432  0.140
H 0.992 -5.329 -1.463  0.136
H -0.482 -5.486 1.392  0.129
H 0.556 -4.436 2.288  0.132
C 0.889 -2.540 -4.532  -0.770
O 1.405 -2.910 -5.568  0.036
N 0.334 -3.424 -3.704  0.166
N 0.778 -1.287 -4.185  0.176
H -0.298 -3.121 -2.976  0.050
H 0.239 -4.320 -4.160  0.120
H 1.022 -0.597 -4.880  0.129
H 0.403 -0.976 -3.300  0.031
C -2.198 3.354 1.222  -0.696
O -3.274 3.076 0.732  0.297
N -1.126 3.609 0.630  0.262
N -2.009 3.177 2.472  0.240
H -0.983 3.300 -0.321  0.116
H -0.320 3.809 1.204  0.111
H -2.848 2.941 2.982  0.139
H -1.139 3.202 2.985  0.123
C 2.799 1.591 0.189  -0.835
O 2.764 0.427 0.516  0.014
N 2.288 2.013 -0.859  0.250
N 3.468 2.459 0.864  0.187
H 2.538 2.983 -0.991  0.136
H 1.941 1.405 -1.587  0.110
H 3.652 3.335 0.396  0.138
H 4.080 2.113 1.589  0.140
C -4.407 -2.427 -1.506  -0.716
O -5.324 -3.162 -1.908  0.013
N -3.451 -2.096 -2.385  0.158
N -4.228 -2.025 -0.235  0.165
H -3.832 -2.058 -3.319  0.120
H -2.613 -1.605 -2.107  0.056
H -3.322 -1.598 -0.106  0.061
H -4.936 -2.244 0.451  0.120
C -4.636 1.878 -2.525  -0.786
O -3.782 2.592 -2.932  0.077
N -5.503 1.291 -3.237  0.234
N -4.605 1.375 -1.344  0.247
H -6.098 0.643 -2.741  0.134
H -5.605 1.463 -4.227  0.153
H -3.725 1.412 -0.850  0.097
H -5.434 1.002 -0.904  0.143
C 4.505 -0.392 -2.583  -0.717
O 4.013 -1.076 -1.696  -0.028
N 4.092 -0.407 -3.796  0.237
N 5.421 0.510 -2.394  0.205
H 3.333 -1.002 -4.096  0.119
H 4.392 0.360 -4.381  0.141
H 5.886 0.931 -3.186  0.137
H 5.811 0.556 -1.464  0.133
C -1.581 0.063 5.792  -0.805
O -0.705 -0.432 6.430  0.061
N -1.440 0.386 4.531  0.171
N -2.801 0.069 6.219  0.182
H -0.538 0.382 4.077  0.068
H -2.248 0.666 3.993  0.089
H -3.342 0.709 5.656  0.108
H -3.005 -0.313 7.132  0.139
C 2.501 -0.151 4.754  -0.693
O 1.547 -0.266 3.951  -0.021
N 3.714 -0.097 4.382  0.179
N 2.384 0.074 6.091  0.189
H 4.442 0.057 5.064  0.130
H 3.961 -0.004 3.407  0.110
H 3.237 -0.056 6.616  0.111
H 1.489 0.145 6.553  0.090
C -0.461 3.231 -3.090  -0.781
O 0.720 3.462 -3.313  0.006
N -0.992 2.239 -2.443  0.191
N -1.264 4.130 -3.589  0.182
H -0.374 1.466 -2.240  0.040
H -1.995 2.335 -2.374  0.064
H -2.231 3.837 -3.593  0.077
H -0.851 4.823 -4.196  0.133

**Total charge**: +2
**Frontier orbital gap (alpha / beta)**: 7.53 / 2.85 eV
**LUMO (alpha / beta)**: -5.705 / -10.378 eV
**Electronic energy**: -126000.361 eV
**Strongest force on any atom**: 6.74 eV/Å
**Spin multiplicity**: 6

C11H44Fe2N22O15P | wB97M-V/def2-TZVPD

Each line ends with the Löwdin charge.
Positions of all 95 atoms, in Å:
Fe -1.034 -1.691 -0.586  0.781
Fe -0.239 1.315 -2.777  0.966
P 0.334 0.492 -0.209  0.192
O -0.292 1.359 0.859  -0.355
O 1.216 1.171 -1.324  -0.422
O -0.850 0.193 -1.265  -0.456
O 0.739 -0.937 0.174  -0.348
C 4.624 0.179 -1.804  -0.669
O 5.773 -0.130 -1.583  0.054
N 3.550 -0.415 -1.184  0.159
N 4.273 1.219 -2.651  0.131
H 2.607 -0.021 -1.231  0.034
H 3.788 -1.251 -0.676  0.086
H 5.057 1.761 -2.975  0.114
H 3.400 1.695 -2.475  0.065
C -0.310 4.400 3.358  -0.680
O -0.840 5.268 4.039  0.025
N 1.029 4.076 3.479  0.151
N -1.034 3.590 2.519  0.156
H 1.415 3.655 2.650  0.087
H 1.501 4.662 4.142  0.111
H -0.635 2.760 2.093  0.031
H -2.023 3.755 2.551  0.103
C -0.775 -4.683 1.077  -0.608
O -0.810 -3.574 0.566  -0.001
N -1.823 -5.198 1.780  0.179
N 0.288 -5.533 0.945  0.180
H -2.669 -4.663 1.715  0.107
H -1.873 -6.167 2.032  0.104
H 1.125 -5.302 0.453  0.079
H 0.204 -6.466 1.309  0.104
C 1.489 -0.114 -5.056  -0.587
O 0.801 0.066 -4.036  -0.047
N 2.833 -0.157 -5.048  0.205
N 0.927 -0.097 -6.304  0.182
H 3.359 0.116 -4.217  0.080
H 3.331 -0.468 -5.863  0.117
H 1.497 -0.310 -7.102  0.110
H -0.075 -0.118 -6.355  0.113
C 0.962 -3.699 -2.260  -0.625
O 0.109 -2.837 -2.074  -0.007
N 0.659 -5.015 -2.490  0.177
N 2.272 -3.363 -2.431  0.195
H 1.368 -5.689 -2.258  0.101
H -0.303 -5.282 -2.374  0.113
H 2.567 -2.447 -2.128  0.078
H 2.961 -4.063 -2.643  0.110
C 2.997 -2.623 2.287  -0.673
O 3.885 -3.243 2.828  0.037
N 2.517 -2.891 1.026  0.143
N 2.349 -1.558 2.872  0.158
H 1.892 -2.221 0.580  0.026
H 2.779 -3.763 0.614  0.079
H 1.663 -1.095 2.292  0.059
H 2.730 -1.010 3.619  0.098
C -3.679 -1.444 -2.174  -0.606
O -2.775 -2.098 -1.670  -0.007
N -4.173 -1.636 -3.427  0.179
N -4.265 -0.441 -1.450  0.194
H -4.222 -2.567 -3.800  0.117
H -4.837 -0.954 -3.747  0.099
H -5.078 -0.032 -1.877  0.098
H -4.023 -0.204 -0.505  0.094
C 2.304 4.345 -0.355  -0.681
O 2.767 5.461 -0.429  0.040
N 1.000 4.084 -0.037  0.161
N 3.051 3.201 -0.530  0.142
H 0.331 4.820 0.083  0.105
H 0.691 3.126 0.051  0.031
H 2.554 2.315 -0.526  0.036
H 4.034 3.243 -0.334  0.107
C -2.593 2.861 -1.538  -0.601
O -1.539 2.799 -2.208  -0.061
N -2.671 2.505 -0.260  0.220
N -3.712 3.376 -2.140  0.179
H -3.477 2.782 0.268  0.121
H -1.846 2.047 0.132  0.049
H -3.512 3.984 -2.913  0.114
H -4.640 3.225 -1.795  0.103
C -2.588 -0.767 2.079  -0.590
O -2.319 -1.450 1.077  -0.044
N -2.461 0.594 2.075  0.165
N -3.073 -1.280 3.231  0.200
H -1.644 0.882 1.537  0.002
H -2.647 1.024 2.983  0.060
H -3.095 -0.691 4.062  0.084
H -3.429 -2.216 3.195  0.108
C -1.630 1.647 5.192  -0.623
O -2.667 1.078 4.829  -0.028
N -0.419 1.470 4.568  0.174
N -1.593 2.454 6.280  0.187
H -0.444 0.987 3.685  0.079
H 0.253 2.220 4.609  0.069
H -2.429 2.588 6.819  0.115
H -0.790 3.021 6.477  0.109

**Total charge**: +1
**Frontier orbital gap (alpha / beta)**: 8.57 / 7.47 eV
**LUMO (alpha / beta)**: -2.550 / -2.778 eV
**Electronic energy**: -153693.673 eV
**ΔE to the lowest compared entry with this formula, charge and spin**: 0.0 kcal/mol
**Strongest force on any atom**: 3.53 eV/Å
**Spin multiplicity**: 9